2 unconnected molecules or ions with the total composition C5H14S, computed with ωB97M-V/def2-TZVPD.

Each line ends with the Löwdin charge.
Positions of all 20 atoms, in Å:
C -0.02 0.88 -1.20  -0.172
C -0.97 0.36 -2.25  -0.567
S -2.75 0.82 -2.18  0.757
C -3.19 0.45 -0.50  -0.468
H 0.72 0.34 -0.66  0.038
H -0.67 1.40 -0.36  0.084
H 0.30 1.86 -1.49  0.058
H -0.83 0.82 -3.29  0.062
H -0.97 -0.87 -2.35  0.121
H -2.33 0.73 0.19  0.038
H -4.13 0.87 -0.22  0.017
H -3.21 -0.59 -0.21  0.028
C 2.59 -0.19 1.77  -0.182
C 1.84 -1.52 1.86  -0.182
H 1.82 0.64 1.64  0.074
H 3.22 -0.13 2.68  0.060
H 3.39 -0.11 0.97  0.075
H 1.17 -1.52 2.63  0.032
H 2.44 -2.31 2.16  0.023
H 1.57 -1.92 0.79  0.103

Computed properties:
DFT total energy ... -16245.2491 eV
ΔE to the lowest compared entry with this formula, charge and spin ... 2.052 eV
Structure (SMILES) ... CCSC.CC
Frontier orbital gap ... 9.32 eV
Spin multiplicity ... 1

---

2 unconnected molecules or ions with the total composition C5H14S, computed with ωB97M-V/def2-TZVPD.

Each line ends with the Löwdin charge.
Positions of all 20 atoms, in Å:
C -1.87 0.36 -1.19  -0.131
C -2.08 1.35 -0.06  -0.340
C -2.37 2.78 -0.48  -0.125
H -2.67 0.28 -1.92  0.069
H -1.76 -0.63 -0.74  0.060
H -0.95 0.57 -1.73  0.069
H -1.16 1.34 0.52  0.088
H -2.72 0.95 0.73  0.100
H -2.45 3.47 0.36  0.071
H -1.56 3.14 -1.12  0.076
H -3.34 2.85 -0.98  0.067
C 3.77 -2.44 0.89  -0.460
S 2.80 -1.66 -0.39  0.737
C 1.33 -1.17 0.54  -0.434
H 4.83 -2.19 0.82  0.025
H 3.70 -3.53 0.79  0.027
H 3.45 -2.25 1.91  0.037
H 1.13 -1.92 1.31  0.036
H 1.38 -0.17 0.96  0.031
H 0.55 -1.12 -0.22  0.000

Computed properties:
DFT total energy ... -16246.8444 eV
ΔE to the lowest compared entry with this formula, charge and spin ... 0.457 eV
Structure (SMILES) ... CCC.CSC
Frontier orbital gap ... 9.45 eV
Spin multiplicity ... 1

---

2 unconnected molecules or ions with the total composition C5H14S, computed with ωB97M-V/def2-TZVPD.

Each line ends with the Löwdin charge.
Positions of all 20 atoms, in Å:
C -0.20 -0.57 2.26  -0.310
C -2.58 0.52 1.13  -0.281
S -1.91 -0.26 2.62  1.152
H 0.12 -1.26 3.03  0.063
H -0.06 -1.00 1.26  0.061
H 0.42 0.33 2.28  0.086
H -3.65 0.29 1.03  0.073
H -1.99 0.16 0.29  0.038
H -2.60 1.61 1.21  0.083
C 0.90 -0.27 -1.78  -0.325
C 0.48 1.13 -1.41  -0.126
C 2.09 -0.91 -1.07  -0.104
H 0.02 -0.92 -1.50  0.094
H 0.86 -0.46 -2.85  0.105
H -0.46 1.29 -0.89  0.032
H 1.90 -1.28 -0.04  0.050
H 2.61 -1.73 -1.55  0.076
H 0.21 1.61 -2.36  0.082
H 1.20 1.75 -0.88  0.079
H 2.66 -0.01 -0.80  0.072

Computed properties:
DFT total energy ... -16237.7818 eV
ΔE to the lowest compared entry with this formula, charge and spin ... 0.787 eV
Net charge ... +1
Frontier orbital gap (spin up / spin down) ... 10.40 / 5.16 eV
Spin multiplicity ... 2

---

2 unconnected molecules or ions with the total composition C5H14S, computed with ωB97M-V/def2-TZVPD.

Each line ends with the Löwdin charge.
Positions of all 20 atoms, in Å:
C 2.23 0.39 -0.49  -0.302
S 2.15 -0.14 -2.23  1.135
C 2.59 -1.94 -2.02  -0.240
H 2.11 -0.39 0.26  0.061
H 3.24 0.81 -0.50  0.077
H 1.44 1.09 -0.23  0.048
H 3.21 -2.10 -2.90  0.057
H 1.66 -2.50 -2.04  0.076
H 3.13 -2.01 -1.08  0.058
C -1.14 -0.29 1.36  -0.111
C -1.84 0.71 0.41  -0.327
C -2.92 1.48 1.15  -0.123
H -1.19 -0.03 2.42  0.078
H -1.47 -1.31 1.21  0.073
H -0.06 -0.19 1.21  0.030
H -1.07 1.32 -0.07  0.078
H -2.36 0.24 -0.43  0.100
H -3.49 2.13 0.48  0.074
H -2.53 2.00 2.02  0.074
H -3.68 0.75 1.46  0.084

Computed properties:
DFT total energy ... -16238.0453 eV
ΔE to the lowest compared entry with this formula, charge and spin ... 0.524 eV
Net charge ... +1
Frontier orbital gap (spin up / spin down) ... 10.23 / 5.56 eV
Spin multiplicity ... 2

---

A molecular structure, C5H15Cl2MgN4O3, computed with ωB97M-V/def2-TZVPD.

Each line ends with the Löwdin charge.
Positions of all 30 atoms, in Å:
Mg -0.58 -0.23 1.94  0.053
C 1.25 0.82 -1.92  -0.078
C -0.02 0.35 -1.16  -0.607
C -0.50 -0.80 -1.99  -0.092
O 0.27 -0.01 0.13  -0.347
H 1.08 1.08 -2.96  0.069
H 2.17 0.24 -1.90  0.038
H 1.64 1.67 -1.36  0.074
H -0.76 1.14 -1.27  0.112
H -1.51 -1.17 -1.81  0.071
H 0.31 -1.52 -2.14  0.084
H -0.69 -0.46 -3.00  0.058
Cl 0.63 0.18 3.83  -0.206
Cl -1.63 -2.37 1.92  -0.262
C -2.94 1.62 1.49  -0.685
O -2.14 0.94 2.15  -0.051
N -3.58 1.23 0.46  0.202
N -3.14 2.92 1.80  0.179
H -3.82 0.25 0.50  0.138
H -4.04 1.78 -0.26  0.128
H -3.78 3.34 1.15  0.100
H -2.61 3.41 2.51  0.126
C 3.36 -2.06 0.53  -0.800
O 4.11 -2.82 1.11  -0.001
N 2.10 -2.09 0.75  0.193
N 3.74 -1.28 -0.48  0.163
H 1.48 -1.47 0.26  0.058
H 1.78 -2.86 1.32  0.124
H 3.09 -0.64 -0.91  0.053
H 4.72 -1.18 -0.68  0.104

Computed properties:
DFT total energy ... -48029.1967 eV
ΔE to the lowest compared entry with this formula, charge and spin ... 1.248 eV
Net charge ... -1
Frontier orbital gap ... 7.54 eV
Spin multiplicity ... 1

---

A gas-phase ion, C5H15ClN3 (charge +1), computed with ωB97M-V/def2-TZVPD.

Each line ends with the Löwdin charge.
Positions of all 24 atoms, in Å:
C 0.53 4.39 1.12  -0.047
N 1.18 3.17 0.59  -0.247
C 1.92 3.37 -0.69  -0.058
N 0.18 2.10 0.34  0.044
C 0.28 1.05 1.44  -0.517
Cl 2.10 0.45 1.24  0.641
N -0.68 0.02 1.38  -0.257
C -2.03 0.36 1.97  -0.035
C -0.32 -1.41 1.46  -0.091
H 1.31 5.14 1.27  0.102
H -0.18 4.83 0.42  0.093
H 0.08 4.17 2.11  0.099
H 2.69 4.12 -0.46  0.104
H 2.39 2.40 -0.98  0.085
H 1.29 3.77 -1.50  0.099
H 0.45 1.62 -0.52  0.156
H -0.70 2.54 0.09  0.171
H 0.19 1.69 2.36  0.131
H -2.62 -0.56 2.08  0.091
H -1.99 0.83 2.97  0.095
H -2.54 1.01 1.27  0.076
H -1.29 -1.96 1.55  0.093
H 0.19 -1.70 0.53  0.080
H 0.34 -1.70 2.31  0.091

Computed properties:
DFT total energy ... -22412.2300 eV
ΔE to the lowest compared entry with this formula, charge and spin ... 1.781 eV
Structure (SMILES) ... CN(C)[NH2+][C@H](Cl)N(C)C
Net charge ... +1
Frontier orbital gap ... 10.12 eV
Spin multiplicity ... 1

---

Copy entry 5 word for word.
A molecular structure, C5H15Cl2MgN4O3, computed with ωB97M-V/def2-TZVPD.

Each line ends with the Löwdin charge.
Positions of all 30 atoms, in Å:
Mg -0.58 -0.23 1.94  0.053
C 1.25 0.82 -1.92  -0.078
C -0.02 0.35 -1.16  -0.607
C -0.50 -0.80 -1.99  -0.092
O 0.27 -0.01 0.13  -0.347
H 1.08 1.08 -2.96  0.069
H 2.17 0.24 -1.90  0.038
H 1.64 1.67 -1.36  0.074
H -0.76 1.14 -1.27  0.112
H -1.51 -1.17 -1.81  0.071
H 0.31 -1.52 -2.14  0.084
H -0.69 -0.46 -3.00  0.058
Cl 0.63 0.18 3.83  -0.206
Cl -1.63 -2.37 1.92  -0.262
C -2.94 1.62 1.49  -0.685
O -2.14 0.94 2.15  -0.051
N -3.58 1.23 0.46  0.202
N -3.14 2.92 1.80  0.179
H -3.82 0.25 0.50  0.138
H -4.04 1.78 -0.26  0.128
H -3.78 3.34 1.15  0.100
H -2.61 3.41 2.51  0.126
C 3.36 -2.06 0.53  -0.800
O 4.11 -2.82 1.11  -0.001
N 2.10 -2.09 0.75  0.193
N 3.74 -1.28 -0.48  0.163
H 1.48 -1.47 0.26  0.058
H 1.78 -2.86 1.32  0.124
H 3.09 -0.64 -0.91  0.053
H 4.72 -1.18 -0.68  0.104

Computed properties:
DFT total energy ... -48029.1967 eV
ΔE to the lowest compared entry with this formula, charge and spin ... 1.248 eV
Net charge ... -1
Frontier orbital gap ... 7.54 eV
Spin multiplicity ... 1